# 1
The following is a quantum chemistry calculation of C6H11NO in the gas phase in a non-equilibrium geometry, from OMol25.

The geometry in ORCA input format:
```
! wB97M-V def2-TZVPD RIJCOSX def2/J DEFGRID3
* xyz 0 1
C 2.972 -0.132 0.444
C 1.804 0.210 -0.453
C 0.566 0.691 0.263
C -0.835 1.299 -0.276
C -1.652 -0.069 -0.344
C -0.693 -1.227 -0.210
H 3.502 -0.988 0.094
H 2.672 -0.341 1.445
H 3.711 0.678 0.432
H 2.106 0.472 -1.475
H 0.773 0.794 1.307
H -0.680 1.873 -1.240
H -1.272 1.986 0.517
H -2.090 -0.168 -1.297
H -2.402 0.084 1.401
H -0.710 -1.981 -0.966
H -0.859 -1.731 0.796
N 0.651 -0.637 -0.250
O -2.785 -0.106 0.524
*
```

Max |F| = 0.0447 hartree/bohr
Structure (SMILES) = C[C@@H]1[C@H]2C[C@H](O)CN12
Energy relative to the best compared isomer or geometry (same formula, charge and spin) = 3.869 eV
Orbital gap = 8.88 eV
E_LUMO = 0.968 eV

# 2
The following is a quantum chemistry calculation of 5 unconnected molecules or ions with the total composition C37H80N4O5 in a non-equilibrium geometry, from OMol25.

The geometry in ORCA input format:
```
! wB97M-V def2-TZVPD RIJCOSX def2/J DEFGRID3
* xyz 0 1
C -29.012 23.315 -18.261
C -28.122 24.066 -17.216
C -28.421 25.548 -17.190
C -29.794 25.828 -16.512
C -29.651 25.416 -15.061
C -29.439 23.863 -14.968
N -28.285 23.508 -15.868
O -28.027 22.119 -15.758
C -29.043 23.638 -13.488
C -30.742 23.109 -15.314
C -26.573 23.979 -17.512
H -28.641 22.292 -18.321
H -28.834 23.714 -19.259
H -30.057 23.319 -17.950
H -27.659 26.104 -16.643
H -28.388 25.995 -18.183
H -30.601 25.349 -17.066
H -29.909 26.912 -16.541
H -30.563 25.788 -14.595
H -28.858 25.998 -14.593
H -28.936 22.560 -13.370
H -28.057 24.065 -13.306
H -29.711 23.992 -12.703
H -31.390 23.103 -14.437
H -31.346 23.568 -16.097
H -30.503 22.117 -15.697
H -26.005 24.249 -16.622
H -26.367 24.616 -18.373
H -26.420 22.926 -17.748
H -27.153 22.151 -15.362
C -26.084 30.113 -32.507
C -26.500 30.401 -31.012
C -28.027 30.188 -30.858
C -28.570 28.801 -30.775
C -27.840 27.958 -29.646
C -26.238 28.113 -29.738
N -25.837 29.567 -30.014
O -24.496 29.737 -30.021
C -25.757 27.766 -28.281
C -25.751 27.066 -30.791
C -26.153 31.962 -30.807
H -26.653 30.822 -33.107
H -26.466 29.119 -32.739
H -25.006 30.144 -32.661
H -28.303 30.641 -29.905
H -28.634 30.747 -31.572
H -28.453 28.316 -31.744
H -29.658 28.832 -30.719
H -28.012 26.893 -29.804
H -28.306 28.308 -28.725
H -24.680 27.599 -28.262
H -26.097 28.523 -27.573
H -26.287 26.833 -28.088
H -24.697 27.129 -31.059
H -26.016 26.023 -30.613
H -26.187 27.293 -31.763
H -26.369 32.265 -29.783
H -26.806 32.592 -31.411
H -25.091 32.184 -30.903
H -24.338 29.898 -29.087
C -25.190 17.377 -34.147
C -26.264 18.387 -34.666
C -26.837 17.704 -35.946
C -28.123 18.299 -36.521
C -29.186 18.509 -35.404
C -28.697 19.220 -34.114
N -27.374 18.563 -33.670
O -26.890 19.154 -32.505
C -28.620 20.750 -34.385
C -29.795 19.076 -33.025
C -25.564 19.761 -35.137
H -24.416 17.246 -34.903
H -25.567 16.442 -33.733
H -24.691 17.839 -33.296
H -26.048 17.766 -36.696
H -27.091 16.650 -35.837
H -28.641 17.670 -37.244
H -27.905 19.227 -37.051
H -29.550 17.511 -35.158
H -29.934 19.095 -35.938
H -28.204 21.172 -33.471
H -28.147 21.051 -35.320
H -29.675 21.015 -34.463
H -30.028 18.019 -32.897
H -29.590 19.625 -32.106
H -30.733 19.322 -33.522
H -24.688 19.615 -35.769
H -25.231 20.363 -34.291
H -26.119 20.355 -35.864
H -27.136 18.492 -31.853
C -32.561 13.508 -28.440
C -32.359 12.170 -29.099
C -31.593 12.322 -30.472
C -30.132 12.581 -30.322
C -29.420 11.471 -29.572
C -30.094 11.250 -28.084
N -31.603 11.162 -28.241
O -32.276 10.771 -27.078
C -29.595 9.945 -27.593
C -29.619 12.461 -27.157
C -33.759 11.661 -29.441
H -33.132 13.257 -27.546
H -33.187 14.184 -29.024
H -31.689 14.112 -28.192
H -31.760 11.478 -31.141
H -32.070 13.190 -30.927
H -30.056 13.549 -29.825
H -29.693 12.701 -31.312
H -28.397 11.839 -29.491
H -29.347 10.577 -30.191
H -29.810 9.100 -28.247
H -28.515 9.988 -27.450
H -30.119 9.627 -26.692
H -29.786 12.277 -26.096
H -28.553 12.679 -27.220
H -30.096 13.410 -27.399
H -34.382 11.510 -28.560
H -33.607 10.681 -29.893
H -34.290 12.232 -30.203
H -32.416 9.824 -27.140
C -26.501 20.271 -25.490
O -26.728 18.984 -26.052
H -25.680 20.139 -24.786
H -26.196 20.920 -26.311
H -27.442 20.573 -25.031
H -26.588 18.299 -25.393
*
```

Max |F| = 0.0727 hartree/bohr
Structure (SMILES) = CC1(C)CCCC(C)(C)N1O.CC1(C)CCCC(C)(C)N1O.CC1(C)CCCC(C)(C)N1O.CC1(C)CCCC(C)(C)N1O.CO
Energy relative to the best compared isomer or geometry (same formula, charge and spin) = 1.542 eV
Orbital gap = 8.51 eV
E_LUMO = 0.483 eV

# 3
The following is a quantum chemistry calculation of a molecular structure, CHINO2P in a non-equilibrium geometry, from OMol25.

The geometry in ORCA input format:
```
! wB97M-V def2-TZVPD RIJCOSX def2/J DEFGRID3
* xyz 0 1
C -1.319 -1.230 0.958
N -0.225 -0.932 0.844
O 0.903 -0.530 0.843
O -0.444 1.220 -0.783
P 0.811 1.511 -0.174
I 2.417 1.654 -2.065
H -2.144 -1.693 0.376
*
```

Max |F| = 0.0675 hartree/bohr
Energy relative to the best compared isomer or geometry (same formula, charge and spin) = 2.863 eV
Orbital gap = 8.80 eV
E_LUMO = -0.262 eV

# 4
The following is a quantum chemistry calculation of a molecular structure, C8H12MnN2O2 in a non-equilibrium geometry, from OMol25.

The geometry in ORCA input format:
```
! wB97M-V def2-TZVPD RIJCOSX def2/J DEFGRID3
* xyz 0 6
Mn -0.455 1.058 1.062
O -1.558 -0.295 1.881
H -1.916 -0.939 1.220
O -0.028 2.810 0.258
H -0.155 3.704 -0.111
N -2.225 -2.016 -0.943
C -0.989 -1.881 -1.509
C -0.843 -0.567 -1.751
C -2.024 0.131 -1.417
C -2.886 -0.821 -0.858
H -2.688 -2.891 -0.919
H -0.327 -2.729 -1.493
H 0.116 -0.075 -2.018
H -2.133 1.252 -1.352
H -3.845 -0.680 -0.409
N 2.878 1.228 0.421
C 2.622 0.036 -0.188
C 1.862 -0.763 0.604
C 1.598 0.010 1.793
C 2.221 1.236 1.629
H 3.226 2.037 -0.079
H 2.786 -0.027 -1.271
H 1.294 -1.659 0.405
H 1.100 -0.214 2.721
H 2.370 2.056 2.323
*
```

Max |F| = 0.0602 hartree/bohr
Orbital gap (spin up / spin down) = 8.95 / 9.08 eV
E_LUMO (spin up / spin down) = 0.738 / 0.551 eV
<S²> = 8.758

# 5
The following is a quantum chemistry calculation of a molecular structure, C25H25N5O2SSiTi, from OMol25.

The geometry in ORCA input format:
```
! wB97M-V def2-TZVPD RIJCOSX def2/J DEFGRID3
* xyz 0 3
Ti -0.950 0.243 -0.820
C 5.266 -1.333 2.439
Si 3.796 -1.804 1.379
C 4.425 -2.189 -0.334
C 2.922 -3.280 2.112
C 2.593 -0.344 1.407
C 2.714 0.658 2.361
C 1.806 1.716 2.448
C 0.773 1.749 1.544
N 0.630 0.801 0.612
C 1.490 -0.232 0.539
S 1.019 -1.381 -0.685
H 5.996 -2.145 2.419
H 5.004 -1.162 3.485
H 5.759 -0.435 2.059
H 5.250 -2.903 -0.252
H 4.805 -1.296 -0.835
H 3.651 -2.624 -0.964
H 3.583 -4.148 2.155
H 2.052 -3.544 1.506
H 2.574 -3.066 3.125
H 3.539 0.627 3.064
H 1.905 2.486 3.199
H 0.025 2.534 1.546
C -3.653 -3.153 2.864
C -2.494 -3.181 2.101
C -2.080 -2.050 1.417
C -2.825 -0.874 1.487
C -3.994 -0.846 2.252
C -4.397 -1.981 2.933
N -2.365 0.245 0.769
N -3.004 1.364 1.038
C -2.609 2.408 0.283
C -3.215 3.669 0.492
C -2.810 4.740 -0.248
C -1.798 4.576 -1.217
C -1.265 3.330 -1.386
N -1.645 2.253 -0.666
H -3.977 -4.037 3.397
H -1.906 -4.087 2.036
H -1.170 -2.078 0.829
H -4.573 0.064 2.295
H -5.307 -1.953 3.519
H -3.987 3.740 1.244
H -3.265 5.710 -0.096
H -1.453 5.401 -1.822
H -0.497 3.152 -2.129
O -3.199 -1.223 -3.876
C -2.370 -0.698 -3.175
O -2.343 -0.661 -1.873
C -1.180 0.012 -3.804
C -0.984 0.060 -5.172
C 0.153 0.686 -5.652
C 1.059 1.227 -4.749
C 0.787 1.134 -3.397
N -0.320 0.548 -2.937
H -1.723 -0.398 -5.815
H 0.341 0.744 -6.716
H 1.967 1.708 -5.083
H 1.473 1.523 -2.654
*
```

Max |F| = 0.0033 hartree/bohr
Orbital gap (spin up / spin down) = 6.44 / 7.30 eV
E_LUMO (spin up / spin down) = -0.204 / -0.839 eV
<S²> = 2.020

# 6
The following is a quantum chemistry calculation of 7 unconnected molecules or ions with the total composition C52H45F6NO4 in a non-equilibrium geometry, from OMol25.

The geometry in ORCA input format:
```
! wB97M-V def2-TZVPD RIJCOSX def2/J DEFGRID3
* xyz 0 1
C 1.392 -1.847 5.277
C 0.919 -2.465 3.905
O 1.769 -2.861 3.151
N -0.484 -2.621 3.536
C -1.288 -3.109 4.699
C -1.095 -1.411 3.068
C -0.668 -0.142 3.248
C -1.465 1.090 2.716
O -0.912 2.095 2.351
C -3.017 0.908 2.747
C -3.948 1.983 2.991
C -5.375 1.699 3.034
C -5.892 0.338 2.843
C -7.413 0.100 2.927
C -7.767 -0.216 4.522
C -6.820 -1.339 5.197
O -6.757 0.191 5.487
C -4.922 -0.711 2.579
C -3.498 -0.473 2.535
C -2.449 -1.596 2.289
O -2.640 -2.551 1.585
H 0.558 -1.752 6.020
H 1.772 -0.818 5.032
H 2.190 -2.453 5.763
H -1.542 -2.262 5.396
H -0.724 -3.877 5.307
H -2.225 -3.626 4.354
H 0.265 0.076 3.807
H -3.605 3.029 3.147
H -6.112 2.511 3.245
H -7.769 -0.794 2.361
H -8.021 1.018 2.720
H -8.869 -0.205 4.833
H -5.731 -1.319 4.983
H -7.214 -1.923 6.063
H -5.282 -1.753 2.403
F -0.803 -4.533 7.178
C 0.268 -4.720 7.976
C 0.522 -3.816 8.991
C 1.622 -4.011 9.816
C 2.459 -5.102 9.609
C 2.194 -6.000 8.582
C 1.088 -5.812 7.763
H -0.138 -2.968 9.131
H 1.827 -3.314 10.619
H 3.319 -5.251 10.250
H 2.849 -6.847 8.419
H 0.861 -6.506 6.963
F -1.251 8.580 2.456
C -0.915 7.442 1.821
C -0.873 6.255 2.533
C -0.531 5.080 1.875
C -0.227 5.109 0.521
C -0.269 6.305 -0.183
C -0.620 7.481 0.469
H -1.106 6.256 3.591
H -0.500 4.143 2.414
H 0.043 4.191 0.012
H -0.028 6.324 -1.237
H -0.667 8.422 -0.064
F 0.057 6.206 -3.432
C 0.389 5.056 -4.052
C 0.423 3.882 -3.322
C 0.759 2.695 -3.958
C 1.067 2.697 -5.313
C 1.034 3.885 -6.035
C 0.687 5.072 -5.402
H 0.188 3.901 -2.265
H 0.781 1.768 -3.397
H 1.333 1.769 -5.807
H 1.278 3.885 -7.091
H 0.648 6.006 -5.949
F 4.950 -4.713 -0.971
C 3.688 -4.247 -0.987
C 3.000 -4.199 -2.186
C 1.695 -3.722 -2.202
C 1.100 -3.292 -1.021
C 1.805 -3.341 0.176
C 3.105 -3.827 0.195
H 3.484 -4.531 -3.096
H 1.143 -3.686 -3.133
H 0.083 -2.915 -1.035
H 1.344 -3.002 1.091
H 3.666 -3.881 1.120
F 2.051 -0.407 -7.081
C 1.364 -1.564 -7.136
C 1.020 -2.090 -8.368
C 0.316 -3.287 -8.423
C -0.045 -3.935 -7.248
C 0.302 -3.393 -6.017
C 1.016 -2.202 -5.960
H 1.303 -1.567 -9.272
H 0.048 -3.712 -9.382
H -0.599 -4.866 -7.293
H 0.017 -3.896 -5.101
H 1.303 -1.769 -5.009
F 4.517 5.581 -10.047
C 4.746 4.526 -9.245
C 5.876 4.514 -8.448
C 6.109 3.426 -7.616
C 5.216 2.361 -7.598
C 4.087 2.384 -8.408
C 3.847 3.476 -9.232
H 6.565 5.349 -8.481
H 6.988 3.409 -6.982
H 5.402 1.511 -6.952
H 3.393 1.551 -8.396
H 2.967 3.515 -9.863
*
```

Max |F| = 0.0798 hartree/bohr
Structure (SMILES) = CC(=O)N(C)C1=CC(=O)c2ccc(C[C@H]3CO3)cc2C1=O.Fc1ccccc1.Fc1ccccc1.Fc1ccccc1.Fc1ccccc1.Fc1ccccc1.Fc1ccccc1
Orbital gap = 7.90 eV
E_LUMO = -0.988 eV

Results for DFT total energy: -9934.5854 -55856.5718 -24024.9742 -46885.4967 -79709.2781 -80633.7743 (in eV, following the order of the records).